No. 1
15
Properties=species:S:1:pos:R:3:forces:R:3 method="wB97M-V/def2-TZVPD" multiplicity=3 homo_energy_ev="-5.66 / -9.05" energy_ev=-20547.5319 homo_lumo_gap_ev="6.56 / 7.21" s_squared=2.013 e_lumo_ev="0.904 / -1.840" total_charge=0
C 0.065780 0.462473 0.017415 -1.71 3.93 -0.21
C -0.793995 0.443439 1.000336 1.28 -0.89 -0.97
C 0.169033 1.258330 -1.297613 -0.04 -0.99 2.15
C -1.121063 -0.732385 1.877041 -0.11 2.01 2.17
C 0.901308 -1.442505 -0.519648 -0.01 -4.72 -1.77
F -0.170282 -1.963450 -1.215059 0.34 1.00 0.22
Cl -1.613672 1.931812 1.431860 -0.57 0.72 0.40
H 1.098065 1.736535 -1.584410 0.47 -0.34 0.34
H -0.108056 0.502013 -2.024315 -0.42 0.50 -0.61
H -0.533488 2.057489 -1.083309 -0.55 0.10 -0.79
H -0.630227 -0.393617 2.927923 -1.27 -1.42 -2.11
H -0.723645 -1.670013 1.470261 -0.28 0.35 0.41
H -2.248529 -0.690960 1.972046 1.30 -0.61 0.17
H 1.630351 -1.023762 -1.152773 0.80 0.48 -0.39
H 1.032055 -2.079549 0.310731 0.78 -0.11 1.00

No. 2
10
Properties=species:S:1:pos:R:3:forces:R:3 method="wB97M-V/def2-TZVPD" multiplicity=1 homo_energy_ev=-9.05 energy_ev=-38829.4022 homo_lumo_gap_ev=8.48 e_lumo_ev=-0.575 total_charge=0
N 0.020223 -0.038884 -1.396251 1.31 -1.66 -1.45
S 0.182818 -1.584459 -0.695621 2.30 5.41 5.46
O 0.037552 -2.367016 -1.815375 -0.19 -4.11 -3.61
S 1.815987 -1.640702 0.921940 -2.04 -0.11 -2.77
C -1.191236 -1.712204 0.506024 -2.39 -0.63 -3.15
Cl -2.520422 -0.534620 0.709410 0.76 -0.31 -0.60
H 0.819816 0.094886 -2.091477 -1.42 -0.37 1.32
H -0.005805 0.705399 -0.764867 0.11 1.36 1.39
H -1.593572 -2.702192 0.205260 -0.10 0.59 0.20
H -0.711923 -1.804053 1.380062 1.66 -0.17 3.19

No. 3
14
Properties=species:S:1:pos:R:3:forces:R:3 method="wB97M-V/def2-TZVPD" multiplicity=1 homo_energy_ev=-8.55 energy_ev=-8831.1915 homo_lumo_gap_ev=9.02 e_lumo_ev=0.472 total_charge=0
O -1.265254 -0.930933 -1.718068 -0.28 -0.19 -0.07
C -0.483219 -0.958500 -0.586469 0.43 -0.27 -0.19
C 0.794511 -0.382719 -0.800450 -0.14 0.06 -0.27
C 1.195565 0.604109 0.220122 0.33 -0.03 -0.17
C -0.053646 1.402809 0.627491 -0.03 0.12 -0.07
C -0.387428 0.026958 1.178478 0.09 0.05 0.72
N 0.893969 -0.422044 1.233527 -0.28 0.15 0.35
H -1.873682 -1.680046 -1.706363 0.03 0.10 -0.08
H -0.652640 -1.834355 0.030267 0.01 0.23 -0.05
H 1.312179 -0.498201 -1.750799 -0.09 0.00 -0.01
H 2.201698 1.022186 0.157152 -0.17 -0.06 0.01
H -0.690394 1.833604 -0.151003 0.14 -0.01 0.10
H 0.178489 2.130249 1.411967 -0.08 -0.10 -0.08
H -1.170148 -0.313116 1.854147 0.03 -0.04 -0.21

No. 4
114
Properties=species:S:1:pos:R:3:forces:R:3 method="wB97M-V/def2-TZVPD" multiplicity=1 homo_energy_ev=-8.57 energy_ev=-86756.3666 homo_lumo_gap_ev=8.19 e_lumo_ev=-0.385 total_charge=0
O -3.177567 1.995874 -3.148020 -0.20 0.25 0.16
C -2.793779 3.128981 -3.292478 0.84 0.46 -0.15
O -1.799281 3.696665 -2.610688 -0.81 1.73 -1.41
C -1.357113 3.279261 -1.369595 -0.83 0.10 1.96
C -2.366129 3.341555 -0.202862 0.60 0.52 -5.50
C -3.309600 4.109158 -4.316667 -0.83 -0.02 -0.23
H -0.495398 3.885066 -1.089342 -1.03 0.70 -1.49
H -0.973795 2.265290 -1.483777 -1.01 1.52 0.37
H -3.127006 2.579419 -0.371094 0.37 1.33 -2.40
H -2.820314 4.323683 -0.071511 -0.17 0.20 -0.21
H -1.882305 3.102803 0.744243 -0.94 0.32 -3.93
H -2.596425 4.436685 -5.073110 0.24 -0.60 0.01
H -3.613151 5.060969 -3.880745 -0.08 -0.19 0.47
H -4.187985 3.642815 -4.762839 0.14 0.16 -0.29
O -0.404106 -2.665659 -6.573675 0.98 1.27 1.23
C 0.015337 -1.536082 -6.336831 -0.86 -2.16 0.61
O 0.499535 -1.078718 -5.139768 -0.88 0.75 -1.81
C 0.721991 -1.957431 -4.043384 0.71 -0.95 0.07
C 1.405753 -1.140495 -2.957395 0.92 0.46 -1.22
C -0.079467 -0.513119 -7.398230 -0.35 1.21 -0.47
H 1.303980 -2.808315 -4.397479 -0.29 0.96 -0.28
H -0.171911 -2.363927 -3.570304 -0.04 0.18 -1.03
H 2.372007 -0.751306 -3.278298 0.10 0.16 -0.39
H 1.639561 -1.646590 -2.020745 0.02 -0.29 -1.28
H 0.763162 -0.283607 -2.755130 0.97 -0.65 -0.63
H -0.846216 0.211298 -7.123621 0.30 0.42 0.45
H -0.516551 -0.899236 -8.319079 0.56 -0.56 0.12
H 0.867823 -0.007123 -7.584526 -0.12 0.09 0.04
O -0.698363 -2.708588 3.094237 -2.02 0.66 1.23
C -0.415762 -1.860098 3.905865 2.88 -2.27 -0.47
O -1.152543 -1.023446 4.573511 -0.06 0.84 0.71
C -2.484093 -0.860477 4.232789 -3.17 -0.59 -0.90
C -3.083234 0.260389 5.052297 0.62 -1.29 1.17
C 1.034051 -1.789242 4.355139 0.30 -0.03 0.76
H -3.120662 -1.741237 4.317266 0.55 -0.61 0.55
H -2.602599 -0.557693 3.192417 0.31 -1.42 0.86
H -3.029204 -0.008270 6.107295 0.02 0.17 0.15
H -4.138057 0.390281 4.810292 -0.02 0.10 -0.20
H -2.529989 1.170489 4.820469 -0.09 -2.22 2.27
H 1.215957 -2.597524 5.063426 -0.19 -0.07 0.16
H 1.252561 -0.852910 4.868598 0.08 0.04 -0.06
H 1.734581 -1.968321 3.539488 -0.39 -0.06 0.36
C 1.158869 -0.402770 1.579083 -1.54 0.75 0.87
C -0.068469 -1.115738 1.051792 0.47 -0.67 -0.77
C -0.011455 -1.239178 -0.500708 0.03 1.29 1.57
C -0.056213 0.105025 -1.108660 0.81 -3.42 3.37
N -0.056608 1.118642 -1.587075 2.96 1.75 -0.95
H 1.008363 0.674353 1.506676 -0.50 -1.06 0.32
H 2.063993 -0.648364 1.023590 -1.01 -0.03 0.46
H 1.307835 -0.530149 2.651320 0.01 -0.22 -0.48
H -1.025401 -0.665891 1.316386 0.60 -0.20 0.23
H 0.001252 -2.114982 1.481631 -0.74 0.48 -0.94
H -0.873519 -1.837215 -0.796192 1.69 1.00 0.09
H 0.942414 -1.661670 -0.816468 -1.18 -0.06 0.73
C 5.257272 0.254456 1.905388 0.57 0.39 1.28
C 5.294877 1.727782 2.152181 1.33 0.91 -0.65
O 4.169286 2.209742 1.429465 0.84 1.75 0.85
C 3.374323 1.234780 1.135401 -2.86 0.02 -1.67
O 2.289239 1.406083 0.591680 5.72 0.00 -0.41
O 3.926587 0.064353 1.513802 -0.86 0.51 0.22
H 5.400087 -0.311042 2.826208 0.23 0.09 -0.06
H 6.010657 -0.026562 1.169483 -0.37 -0.30 -0.31
H 6.131564 2.138722 1.587221 0.28 0.32 0.77
H 5.282151 2.001143 3.207266 -0.18 0.25 -0.21
C -2.282998 2.166097 3.357845 -1.52 3.50 -1.50
C -2.959174 3.115795 2.361184 -1.83 -0.29 -0.30
O -3.227149 2.324697 1.200145 -4.23 -7.21 7.11
C -2.798155 0.994047 1.402999 0.31 2.39 -0.38
O -2.715856 0.138323 0.531560 -2.00 4.17 9.56
O -2.197408 0.976266 2.663642 0.98 -0.09 -2.60
H -2.969895 2.046414 4.195666 0.37 1.64 -1.32
H -1.354661 2.660941 3.643194 0.23 -1.10 0.32
H -2.353257 3.972958 2.067536 -1.76 -1.21 -0.10
H -3.909835 3.504069 2.726698 -0.04 -0.07 0.12
C -2.005394 -0.521680 -2.727045 -1.15 0.36 0.02
C -2.668280 -0.207032 -1.395475 0.37 0.85 -3.51
O -2.793754 -1.455755 -0.717969 -0.57 -1.25 -1.56
C -2.351252 -2.434281 -1.502537 -2.61 -1.35 -1.14
O -2.433496 -3.613760 -1.152174 -6.61 7.05 -4.00
O -1.835037 -1.923241 -2.680246 -0.88 -2.16 0.81
H -1.053830 0.009145 -2.697837 -1.06 -0.87 -1.59
H -2.656475 -0.211280 -3.544260 0.35 -0.39 -0.19
H -3.619193 0.295720 -1.571815 -0.01 -0.36 0.41
H -2.012829 0.471996 -0.850115 -0.55 -0.48 -1.86
C -0.689933 -4.273870 -0.740872 1.25 -4.01 3.19
C 0.350020 -5.217089 -0.101419 -0.16 1.98 -1.13
O 1.424737 -4.777583 -0.945041 2.08 -0.64 -1.90
C 0.982112 -4.269025 -2.168560 0.88 -0.25 0.67
O 1.659914 -3.995470 -3.135058 -0.02 -2.22 2.70
O -0.324443 -4.036898 -2.066706 1.52 -0.72 -1.11
H -0.807440 -3.281321 -0.305976 1.06 -1.69 1.35
H -1.647095 -4.792127 -0.798761 2.11 -1.20 1.20
H 0.155263 -6.288389 -0.151225 0.00 0.02 -0.58
H 0.589339 -4.912879 0.917539 -0.34 -0.58 -0.58
C 4.476505 -2.458070 1.238108 0.39 -0.13 -0.63
C 3.741812 -1.978926 0.001033 1.58 -0.40 -1.53
O 2.466242 -2.573580 0.123122 0.22 1.14 -2.50
C 2.276731 -2.994299 1.316852 -2.77 -2.82 1.77
O 1.231864 -3.517127 1.711164 3.88 1.66 -0.02
O 3.397076 -2.872630 2.001294 -0.10 -0.89 3.23
H 5.019178 -1.693633 1.794205 -0.20 -1.04 -0.45
H 5.134821 -3.298002 1.016202 0.01 -0.11 0.13
H 4.195284 -2.420730 -0.886250 -0.11 0.35 -0.18
H 3.729758 -0.889076 -0.011795 -0.53 -0.84 -0.91
C 0.593448 3.202659 0.587473 1.73 0.29 -1.18
C 1.545345 4.156914 1.243299 1.66 -1.53 -0.90
O 0.922860 4.335383 2.479693 -0.53 0.86 2.34
C -0.409075 4.255516 2.275613 0.25 2.06 0.82
O -1.315498 4.724062 2.960748 4.30 0.66 -0.11
O -0.580035 3.662730 1.105225 0.52 1.90 3.17
H 0.751165 2.152835 0.834657 -0.64 1.07 -0.11
H 0.545301 3.387093 -0.485724 1.04 -0.97 0.77
H 1.728293 5.124711 0.776407 -0.33 -0.03 -0.23
H 2.473578 3.586596 1.278147 0.11 0.75 0.75

No. 5
17
Properties=species:S:1:pos:R:3:forces:R:3 method="wB97M-V/def2-TZVPD" multiplicity=1 homo_energy_ev=-8.99 energy_ev=-6284.9732 homo_lumo_gap_ev=10.04 e_lumo_ev=1.051 total_charge=0
C -0.360312 -1.571701 -1.215854 0.08 0.36 -0.35
N 0.734956 -0.615188 -1.061660 0.34 -0.07 -0.24
C 2.013327 -1.258229 -0.800475 0.27 -0.22 0.25
H -1.092287 -1.173968 -1.910478 -0.22 0.24 0.04
H -0.867052 -1.734664 -0.272045 0.01 -0.21 0.19
H -0.035662 -2.512643 -1.663432 0.14 -0.30 0.18
H 0.851440 -0.114301 -1.932909 -0.18 0.10 0.02
H 2.248175 -2.073875 -1.501873 0.03 0.13 -0.07
H 2.828650 -0.535296 -0.796073 -0.07 0.13 -0.29
H 2.058388 -1.696773 0.191768 -0.34 -0.13 0.26
C -1.336855 2.169728 2.032069 0.62 -1.11 -0.02
N -1.011050 1.222699 0.927681 0.00 0.55 0.52
H -0.524517 2.867272 2.203669 -0.08 0.57 -0.06
H -2.296453 2.652997 1.900496 -0.03 0.24 -0.22
H -1.382610 1.595021 2.954635 -0.28 -0.08 0.11
H -0.421051 0.493157 1.314324 -0.09 -0.05 -0.17
H -0.396721 1.696243 0.273756 -0.19 -0.14 -0.17

No. 6
14
Properties=species:S:1:pos:R:3:forces:R:3 method="wB97M-V/def2-TZVPD" multiplicity=2 homo_energy_ev="-2.45 / -8.21" energy_ev=-14555.6168 homo_lumo_gap_ev="2.14 / 7.87" s_squared=0.753 e_lumo_ev="-0.315 / -0.342" total_charge=0
C -1.425230 0.783434 -2.383076 -0.23 -3.63 -0.40
S 0.579588 0.914981 -1.967918 0.05 -0.14 1.39
H 0.678381 2.093892 -1.239065 -0.34 -0.88 -0.55
H -1.621224 -0.138771 -3.123479 0.70 2.32 1.31
H -1.526911 1.730563 -2.749300 -0.69 2.18 -1.77
H -2.160800 0.684551 -1.583206 0.38 -0.25 0.61
C 1.122249 -0.567692 2.178083 3.04 1.79 0.24
N 0.202156 -1.073269 1.127585 1.59 2.09 -2.83
H 0.562020 -1.420809 0.166098 0.41 0.91 1.79
H -0.427920 -1.771913 1.368662 -1.93 -1.25 1.10
H -0.239642 -0.174513 0.819227 -0.38 -1.06 -0.17
H 1.608854 -1.226944 2.899751 -0.50 -0.90 -0.65
H 0.627205 0.175989 2.822555 -0.27 -0.25 -0.65
H 2.021275 -0.009497 1.664084 -1.84 -0.93 0.58